C53H61BrN10OSi2 as an isolated structure in a non-equilibrium geometry, computed with ωB97M-V with the def2-TZVPD basis set.

Results
* calculated total energy: -5831.984175 Ha
* gap between HOMO and LUMO: 10.01 eV

XYZ file:
```
128
Properties=species:S:1:pos:R:3:mulliken_charge:R:1
Si -0.388 0.989 2.290 0.283
O 0.424 0.296 0.991 -0.001
Si 1.534 -0.922 1.320 0.520
C 2.724 -0.980 -0.154 -1.034
C 2.695 0.301 -0.985 -0.482
C 3.219 1.522 -0.232 -0.719
Br 4.718 2.391 -1.176 -0.168
H -1.566 0.164 2.621 -0.159
H 0.471 1.208 3.462 -0.101
H -0.894 2.296 1.815 -0.162
H 2.297 -0.646 2.556 -0.173
H 0.826 -2.208 1.475 -0.226
H 3.728 -1.153 0.216 0.496
H 2.387 -1.785 -0.797 0.400
H 1.677 0.518 -1.280 0.139
H 3.264 0.191 -1.900 0.675
H 2.457 2.283 -0.179 0.434
H 3.572 1.309 0.766 0.352
N 0.366 -2.991 -1.808 -0.329
C -0.468 -1.952 -1.799 0.005
C -1.390 -1.696 -2.803 -0.522
C -1.448 -2.568 -3.878 -0.570
C -0.589 -3.655 -3.904 -0.598
C 0.295 -3.821 -2.848 -0.507
H -0.386 -1.293 -0.940 0.403
H -2.044 -0.837 -2.743 0.435
H -2.156 -2.405 -4.682 0.866
H -0.604 -4.360 -4.724 0.441
H 0.983 -4.659 -2.825 0.368
N -1.223 0.177 6.018 -0.299
C -1.710 -0.819 6.753 -0.257
C -2.620 -0.641 7.784 -0.403
C -3.046 0.646 8.069 -0.175
C -2.549 1.695 7.315 -0.674
C -1.644 1.407 6.305 -0.059
H -1.347 -1.809 6.498 0.348
H -2.984 -1.489 8.347 0.360
H -3.755 0.827 8.867 0.369
H -2.853 2.716 7.504 0.373
H -1.230 2.199 5.689 0.416
N -3.461 -5.860 -0.740 -0.527
C -3.201 -4.930 -1.657 -0.254
C -4.048 -4.636 -2.716 0.075
C -5.229 -5.347 -2.830 -0.579
C -5.514 -6.321 -1.887 -0.444
C -4.600 -6.536 -0.866 -0.313
H -2.264 -4.397 -1.532 0.441
H -3.786 -3.869 -3.431 0.355
H -5.916 -5.148 -3.643 0.424
H -6.424 -6.903 -1.941 0.457
H -4.783 -7.288 -0.106 0.386
N 9.900 4.056 1.185 -0.561
C 10.250 4.943 0.257 -0.220
C 9.457 5.272 -0.832 -0.386
C 8.231 4.642 -0.967 -0.109
C 7.849 3.714 -0.013 0.243
C 8.718 3.461 1.039 -0.400
H 11.218 5.411 0.399 0.342
H 9.794 6.004 -1.554 0.357
H 7.582 4.870 -1.803 0.364
H 6.898 3.199 -0.081 -0.098
H 8.458 2.744 1.811 0.419
N 3.066 3.071 4.373 -0.414
C 3.105 3.162 3.049 -0.076
C 4.124 3.778 2.344 -0.533
C 5.167 4.347 3.058 -0.240
C 5.141 4.271 4.442 -0.666
C 4.073 3.620 5.045 -0.462
H 2.273 2.709 2.525 0.335
H 4.092 3.800 1.265 0.437
H 5.984 4.839 2.545 0.512
H 5.931 4.702 5.042 0.433
H 4.017 3.526 6.123 0.679
N -3.606 -10.261 -3.795 -0.589
C -4.450 -9.231 -3.768 -0.010
C -5.384 -8.976 -4.760 -0.147
C -5.440 -9.833 -5.847 -0.575
C -4.572 -10.910 -5.892 -0.277
C -3.680 -11.078 -4.843 -0.388
H -4.366 -8.579 -2.907 0.422
H -6.045 -8.123 -4.684 0.387
H -6.153 -9.665 -6.645 0.362
H -4.585 -11.605 -6.720 0.413
H -2.983 -11.910 -4.836 0.406
N 1.334 6.182 9.513 -0.582
C 1.557 5.295 8.545 -0.528
C 2.214 5.597 7.361 0.045
C 2.658 6.893 7.170 -0.546
C 2.433 7.831 8.165 -0.180
C 1.770 7.423 9.313 -0.324
H 1.189 4.293 8.735 0.434
H 2.366 4.837 6.610 0.524
H 3.172 7.170 6.257 0.373
H 2.761 8.856 8.055 0.408
H 1.575 8.123 10.118 0.354
N -2.984 -0.647 -6.179 -0.364
C -3.995 0.117 -6.588 -0.258
C -3.880 1.476 -6.831 -0.435
C -2.648 2.078 -6.636 -0.143
C -1.586 1.299 -6.209 -0.660
C -1.807 -0.053 -5.998 -0.121
H -4.942 -0.394 -6.725 0.373
H -4.736 2.047 -7.165 0.350
H -2.518 3.138 -6.814 0.377
H -0.607 1.727 -6.043 0.368
H -1.003 -0.700 -5.669 0.502
N -1.264 7.816 5.364 -0.468
C -2.238 8.621 4.948 -0.247
C -2.068 9.975 4.701 -0.329
C -0.813 10.526 4.902 -0.377
C 0.213 9.704 5.337 -0.289
C -0.063 8.362 5.551 -0.082
H -3.205 8.150 4.806 0.361
H -2.897 10.580 4.362 0.360
H -0.638 11.579 4.722 0.362
H 1.208 10.093 5.507 0.363
H 0.709 7.684 5.889 0.327
N -3.618 -6.701 -8.284 -0.543
C -2.834 -6.492 -9.340 -0.336
C -1.802 -7.339 -9.712 -0.263
C -1.567 -8.467 -8.942 -0.527
C -2.371 -8.700 -7.839 -0.127
C -3.380 -7.791 -7.556 -0.276
H -3.050 -5.597 -9.912 0.369
H -1.199 -7.119 -10.582 0.369
H -0.770 -9.152 -9.198 0.373
H -2.223 -9.567 -7.210 0.400
H -4.030 -7.931 -6.708 0.563
```